The following is a DFT calculation (ωB97M-V/def2-TZVPD) of C8H18CdO10 as an isolated structure at a distorted geometry.

```
37
Properties=species:S:1:pos:R:3:forces:R:3
O 1.333 1.304 1.881 1.5 2.9 0.3
H 0.718 1.458 1.159 -1.9 0.8 -2.1
H 1.175 0.429 2.242 -0.6 -4.1 1.2
H 2.195 1.314 1.458 0.5 -0.1 0.1
Cd 0.099 0.262 -1.366 0.0 0.7 2.3
C -1.730 -2.664 0.536 5.0 5.3 1.2
C -2.039 -3.628 1.454 -1.5 -3.8 -1.5
C -1.410 -3.696 2.856 -1.2 -4.4 3.0
O -1.589 -4.696 3.700 -0.4 2.9 -3.6
C -0.512 -2.750 3.268 2.4 4.1 -1.7
C 0.058 -1.728 2.375 -4.4 -5.2 0.2
C -0.704 -1.634 0.956 -3.5 -4.0 1.6
O -0.567 -0.560 0.376 0.7 2.0 -0.2
O 1.076 -1.092 2.591 2.1 2.8 0.2
O -2.758 -4.528 0.940 0.1 0.0 2.2
H -2.187 -2.663 -0.442 0.0 0.2 0.0
H -0.123 -2.864 4.269 0.2 0.0 0.0
C 0.244 4.375 0.540 -0.6 -0.8 0.1
C 0.327 3.466 -0.680 1.6 -0.6 -0.6
O 0.112 2.111 -0.468 -0.3 0.6 2.2
H 0.677 5.363 0.382 -0.4 0.1 -0.3
H 0.839 3.943 1.344 0.1 -0.2 0.0
H -0.786 4.374 0.895 0.0 0.5 0.1
H 1.375 3.509 -0.977 0.5 0.7 -0.6
H -0.249 3.744 -1.563 -0.3 0.8 0.1
O 0.929 0.730 -3.204 1.3 0.7 -2.6
H 0.352 0.855 -3.958 -0.3 0.1 -0.3
H 1.750 1.151 -3.457 0.3 0.2 0.0
O 2.016 -0.285 -0.692 2.2 -0.4 0.6
H 2.681 0.349 -0.960 0.4 0.3 0.0
H 2.253 -1.090 -1.153 0.4 -0.4 0.2
O -1.727 0.470 -2.144 -3.4 0.3 -2.1
H -2.427 1.093 -1.947 -0.1 0.4 0.4
H -2.144 -0.194 -2.693 -0.3 -0.4 0.0
O 0.206 -1.716 -2.363 0.2 -1.2 -0.8
H -0.289 -2.125 -3.073 -0.2 -0.3 -0.2
H 0.825 -2.390 -2.082 -0.1 -0.5 0.3
```
Positions in Å, forces in eV/Å.

## Properties
Charge   0
E_tot   -33620.538 eV
ΔE to the lowest compared entry with this formula, charge and spin   69.8 kcal/mol
HOMO energy   -5.9 eV
Frontier orbital gap   4.2281 eV